Entry 1:
{
  "formula": "C5H8N2",
  "method": "ωB97M-V/def2-TZVPD",
  "e_lumo_ev": 0.8,
  "smiles": "C[C@@]1(CC#N)CN1",
  "de_lowest_kcal_mol": 43.2,
  "species": ["C", "C", "C", "C", "N", "C", "N", "H", "H", "H", "H", "H", "H", "H", "H"],
  "coordinates": [[0.2222, 0.4032, -1.6363], [0.0049, 0.2975, -0.1354], [-1.2277, -0.4755, 0.3106], [-0.7525, -1.6018, 1.0853], [-0.5405, -2.5054, 1.7602], [1.0910, 0.1648, 0.8989], [0.3071, 1.4131, 0.7290], [0.2571, -0.5837, -2.1098], [-0.6020, 0.9660, -2.0990], [1.1594, 0.9234, -1.8623], [-1.8279, -0.9143, -0.4793], [-1.8944, 0.0767, 0.9803], [2.1153, 0.1776, 0.4985], [0.8685, -0.4526, 1.8653], [0.8197, 2.1110, 0.1941]],
  "forces_ev_per_a": [[0.100, -0.034, 0.278], [-0.001, -0.401, 0.262], [-0.191, -0.319, 0.159], [-1.178, -1.145, 0.558], [0.293, -0.160, -0.044], [0.272, 0.001, 0.168], [0.012, 0.240, 0.224], [0.012, 0.114, 0.115], [0.184, -0.107, 0.170], [-0.110, -0.085, 0.060], [-0.078, 0.281, -0.424], [0.158, 0.292, -0.278], [-0.393, -0.118, 0.508], [0.791, 1.518, -2.002], [0.128, -0.078, 0.247]],
  "nbo_charge": [-0.618, 0.076, -0.526, 0.295, -0.341, -0.269, -0.591, 0.224, 0.218, 0.216, 0.252, 0.269, 0.203, 0.237, 0.353]
}

Entry 2:
{
  "formula": "C4H11NO3",
  "method": "ωB97M-V/def2-TZVPD",
  "e_lumo_ev": 0.6,
  "smiles": "CN(C)CC(=O)O.O",
  "de_lowest_kcal_mol": 31.6,
  "species": ["C", "N", "C", "C", "C", "O", "O", "H", "H", "H", "H", "H", "H", "H", "H", "H", "O", "H", "H"],
  "coordinates": [[1.6924, 0.2721, 1.1945], [0.4553, -0.1043, 0.5548], [-0.1050, -1.3356, 1.1122], [0.5705, -0.2445, -0.8960], [-0.7854, -0.0919, -1.5347], [-1.9112, -0.2649, -1.1860], [-0.5278, 0.1724, -2.8683], [2.4919, -0.4629, 1.3448], [1.4631, 0.7845, 2.1247], [2.1655, 1.1118, 0.6698], [-0.0455, -1.3146, 2.1961], [-1.1648, -1.3907, 0.8476], [0.3278, -2.2678, 0.7205], [0.9947, -1.1971, -1.2416], [1.1989, 0.5503, -1.2659], [-1.3133, 0.5017, -3.3217], [-1.9740, 1.9996, 0.7953], [-2.3552, 1.8334, -0.0713], [-1.1779, 1.4482, 0.8252]],
  "forces_ev_per_a": [[0.632, 1.578, 0.115], [0.209, -1.065, -0.498], [-0.904, 0.046, 0.057], [-0.520, 0.386, 1.303], [0.230, -0.391, -2.918], [-0.072, 0.229, 1.129], [0.468, 0.463, 0.379], [-0.385, -0.420, -0.067], [-0.093, -0.530, 0.546], [-0.125, -0.267, -0.453], [0.122, -0.041, 0.081], [0.087, 0.088, 0.095], [0.463, 0.193, 0.101], [0.005, -0.082, 0.078], [0.124, 0.207, -0.247], [-0.289, -0.345, 0.177], [0.148, 0.237, 0.094], [-0.027, -0.154, 0.077], [-0.073, -0.131, -0.050]],
  "nbo_charge": [-0.425, -0.450, -0.432, -0.337, 0.800, -0.574, -0.717, 0.180, 0.211, 0.201, 0.209, 0.227, 0.170, 0.211, 0.238, 0.495, -0.956, 0.468, 0.481]
}

Entry 3:
{
  "formula": "C25H41N2O4",
  "method": "ωB97M-V/def2-TZVPD",
  "e_lumo_ev": -2.7,
  "total_charge": 1,
  "species": ["C", "C", "C", "N", "C", "C", "C", "C", "C", "C", "O", "C", "O", "C", "O", "C", "C", "C", "O", "H", "H", "H", "H", "H", "H", "H", "H", "H", "H", "H", "H", "H", "H", "H", "H", "H", "C", "C", "C", "C", "N", "C", "C", "C", "C", "C", "C", "C", "H", "H", "H", "H", "H", "H", "H", "H", "H", "H", "H", "H", "H", "H", "H", "H", "H", "H", "H", "H", "H", "H", "H", "H"],
  "coordinates": [[3.7208, -2.2038, 3.2925], [2.9605, -2.5379, 2.0248], [2.3093, -1.3515, 1.3412], [2.9034, -3.7594, 1.6385], [1.5729, -4.1631, 1.3393], [1.1076, -4.3106, 0.1073], [2.0501, -4.0315, -1.0436], [1.7358, -4.7703, -2.3540], [2.3985, -4.1439, -3.6049], [2.2691, -2.6295, -3.6908], [0.9653, -2.1787, -3.2694], [0.9690, -1.1054, -2.5080], [1.6724, -0.1573, -2.6275], [-0.3172, -4.6968, -0.0349], [-0.9586, -4.5808, -1.0326], [-1.0295, -5.2293, 1.1751], [-0.5829, -5.0799, 2.3964], [0.7275, -4.3782, 2.5659], [1.0656, -4.0406, 3.6552], [4.5522, -1.5250, 3.0679], [4.0376, -3.1025, 3.8061], [3.0096, -1.6380, 3.8997], [1.4467, -1.6125, 0.7275], [3.0304, -0.8225, 0.7146], [1.9398, -0.6760, 2.1213], [3.0395, -4.3667, -0.7175], [2.1349, -2.9464, -1.1485], [2.1559, -5.7754, -2.2583], [0.6775, -4.8914, -2.5697], [3.4279, -4.4786, -3.7364], [1.8634, -4.5533, -4.4695], [3.0383, -2.1890, -3.0490], [2.5033, -2.2764, -4.6961], [0.2600, -1.1370, -1.6620], [-1.9791, -5.7285, 1.0275], [-1.1362, -5.4431, 3.2502], [-4.1670, 3.9545, 2.2337], [-3.4289, 5.0513, 1.4703], [-3.2104, 4.7861, -0.0235], [-2.5548, 3.4990, -0.5236], [-1.0600, 3.3397, -0.3413], [-0.5771, 2.1285, -1.1454], [-0.1552, 2.6795, -2.4838], [0.5493, 3.9642, -2.0972], [-0.3288, 4.5358, -0.9932], [-0.6164, 3.2097, 1.0905], [-0.8819, 1.8981, 1.8564], [-2.0522, 0.9691, 1.5342], [-3.4793, 3.1867, 2.5883], [-4.6435, 4.3707, 3.1205], [-4.9424, 3.4844, 1.6257], [-2.4972, 5.3042, 1.9792], [-4.0310, 5.9609, 1.5323], [-2.7126, 5.6620, -0.4433], [-4.2039, 4.7886, -0.4818], [-2.7068, 3.4654, -1.6042], [-3.0412, 2.6149, -0.1224], [0.2764, 1.6989, -0.6218], [-1.3812, 1.4023, -1.2215], [-1.0248, 2.8837, -3.1132], [0.4936, 1.9914, -3.0218], [0.6508, 4.6512, -2.9352], [1.5518, 3.7565, -1.7178], [-1.0684, 5.2045, -1.4205], [0.2387, 5.0631, -0.2314], [-1.0131, 4.0657, 1.6278], [0.4654, 3.3513, 1.0757], [-0.9660, 2.1788, 2.9088], [0.0275, 1.2943, 1.8045], [-3.0194, 1.4655, 1.5424], [-2.1042, 0.1901, 2.2949], [-1.9273, 0.4603, 0.5791]],
  "forces_ev_per_a": [[0.386, 0.561, -1.156], [1.018, -0.053, 0.438], [-0.917, -0.102, 0.700], [-1.954, 0.063, 1.367], [1.299, 0.446, -0.327], [-0.161, -0.403, -0.723], [-0.380, -0.463, -0.108], [0.582, 0.092, -0.421], [-1.353, -0.324, -0.313], [1.501, -0.065, -0.231], [0.036, -0.806, 0.260], [-0.926, -0.280, 0.659], [1.169, 1.254, -0.187], [0.394, -0.484, 1.559], [-0.784, 0.396, -1.824], [-0.495, -0.374, -0.612], [0.937, 0.332, 0.057], [-1.123, -1.078, -0.578], [0.878, 0.891, 1.400], [0.060, -0.104, 0.260], [0.085, 0.001, -0.034], [0.083, -0.146, 0.143], [0.104, -0.217, -0.115], [0.131, -0.108, 0.146], [0.166, 0.160, -0.209], [-0.013, 0.198, 0.089], [-0.048, -0.039, -0.188], [-0.202, -0.042, 0.011], [0.024, 0.256, 0.327], [0.161, 0.458, 0.167], [0.102, -0.112, 0.062], [-0.304, 0.249, 0.077], [-0.304, 0.019, -0.013], [-0.421, -0.417, -0.423], [-0.024, 0.121, -0.448], [0.228, 0.176, 0.248], [0.223, 0.024, 0.101], [-0.168, 0.032, 0.093], [-0.012, 0.233, 0.197], [-0.230, 0.125, -0.133], [0.403, -0.021, -0.274], [-0.207, -0.009, -0.163], [0.039, 0.001, -0.247], [0.226, 0.032, 0.066], [0.038, -0.003, -0.111], [0.018, 0.058, 0.375], [0.110, -0.291, 0.042], [-0.103, 0.003, -0.071], [-0.074, -0.097, -0.053], [-0.028, -0.027, -0.023], [-0.001, 0.000, 0.008], [0.005, -0.001, 0.002], [0.073, 0.021, -0.124], [0.015, -0.053, -0.088], [0.053, -0.135, -0.085], [0.105, -0.036, 0.006], [0.117, 0.011, 0.174], [-0.048, -0.007, 0.040], [0.009, 0.002, 0.184], [0.008, 0.004, 0.010], [-0.039, -0.080, 0.091], [-0.020, 0.089, 0.097], [-0.017, -0.071, -0.041], [-0.094, -0.056, 0.139], [-0.166, 0.035, 0.071], [-0.202, -0.017, -0.117], [-0.029, 0.010, -0.128], [0.050, 0.134, -0.054], [-0.015, 0.010, -0.047], [-0.009, -0.006, 0.006], [0.086, 0.023, 0.001], [-0.050, 0.011, -0.003]],
  "mulliken_charge": [-1.421, 0.795, -0.827, -0.623, -0.045, -0.292, 0.037, -0.834, -0.872, -0.627, -0.314, 0.384, -0.579, 0.445, -0.569, -0.592, -0.591, 0.966, -0.537, 0.392, 0.385, 0.315, 0.084, 0.393, 0.361, 0.556, -0.031, 0.446, 0.382, 0.362, 0.364, 0.311, 0.484, 0.375, 0.449, 0.466, -1.083, -0.515, -0.735, -0.905, 0.969, -0.569, -0.687, -0.760, -0.564, -0.928, -0.337, -1.257, 0.128, 0.424, 0.309, 0.392, 0.422, 0.207, 0.472, 0.465, 0.537, 0.280, 0.168, 0.362, 0.388, 0.418, 0.283, 0.288, 0.358, 0.517, 0.478, 0.366, 0.241, 0.248, 0.459, 0.165]
}

Entry 4:
{
  "formula": "C2H2F6NO11P2ReS2",
  "method": "ωB97M-V/def2-TZVPD",
  "e_lumo_ev": [-5.5, -5.9],
  "multiplicity": 2,
  "total_charge": 1,
  "de_lowest_kcal_mol": 30.8,
  "s2": 0.754,
  "species": ["Re", "F", "C", "F", "F", "S", "O", "O", "N", "S", "O", "O", "C", "F", "F", "F", "O", "P", "O", "O", "O", "P", "O", "O", "O", "H", "H"],
  "coordinates": [[0.2103, 0.0925, -0.5649], [-3.0892, 1.4487, -3.0439], [-2.9482, 0.5332, -2.1202], [-2.0228, -0.3621, -2.4914], [-4.0790, -0.0606, -1.8433], [-2.2565, 1.4026, -0.6088], [-0.8637, 1.7348, -1.1449], [-3.1080, 2.4406, -0.2017], [-1.7732, 0.3455, 0.5174], [-1.9860, -1.2554, 0.5435], [-0.8213, -1.6724, -0.3516], [-3.2497, -1.8035, 0.2443], [-1.4781, -1.6624, 2.3206], [-1.6273, -2.9593, 2.4262], [-2.2972, -1.0119, 3.1073], [-0.2365, -1.2997, 2.5057], [2.8513, 2.5798, 0.5962], [2.6930, 1.1522, 1.2320], [3.0464, 0.9726, 2.6199], [1.1721, 0.7651, 0.8841], [3.4743, 0.2245, 0.1700], [2.7916, -0.8935, -0.7490], [3.9706, -1.3459, -1.6389], [1.9419, -1.8690, -0.0535], [1.7785, -0.0305, -1.6401], [3.2825, 3.2165, 1.1836], [4.6241, -0.6826, -1.8986]],
  "forces_ev_per_a": [[-0.141, -1.292, 1.402], [-0.007, -0.061, 0.053], [-0.167, 0.032, -0.048], [-0.082, 0.015, -0.005], [0.068, 0.072, -0.023], [0.607, 0.091, 0.025], [-0.407, -0.122, -0.179], [0.012, 0.030, -0.011], [-0.096, -0.214, -0.083], [0.360, 0.093, -0.152], [-0.530, 0.123, -0.188], [0.020, 0.006, 0.012], [-0.068, -0.075, -0.252], [0.021, -0.041, 0.064], [-0.037, 0.025, 0.038], [0.085, 0.043, 0.016], [0.033, -0.008, 0.005], [-0.255, -0.025, -0.038], [0.064, 0.001, 0.032], [-0.116, 0.753, 0.237], [0.065, -0.289, 0.056], [0.507, 0.970, -0.581], [-0.178, -0.566, 0.010], [-0.360, 0.115, 0.199], [0.586, 0.297, -0.647], [-0.016, 0.017, 0.013], [0.032, 0.006, 0.044]],
  "lowdin_spin": [0.770, 0.000, 0.001, 0.003, 0.000, 0.000, 0.029, -0.002, 0.014, 0.006, 0.002, 0.003, 0.000, 0.000, 0.001, 0.000, 0.000, 0.008, 0.002, 0.084, 0.008, 0.003, 0.000, -0.004, 0.071, 0.000, 0.000]
}